Arrangement P

Density functional theory data (wB97M-V/def2-TZVPD) for C31H62P2PtSi2 as an isolated structure.

CARTESIAN COORDINATES (ANGSTROEM)
Pt: -0.35790 -0.31433 0.27315
C: -3.10776 0.23689 0.82689
C: -3.69988 0.40775 -0.41995
C: -2.88809 -1.74657 -0.39459
C: -2.42361 -1.08429 0.86579
C: -3.55215 -0.80511 -1.17434
C: -3.32201 1.09738 2.01788
H: -3.34799 2.16095 1.73970
H: -2.53014 0.95690 2.76252
H: -4.28116 0.86877 2.51228
C: -2.46038 -1.88723 2.12289
H: -2.23132 -1.27033 3.00483
H: -1.73106 -2.70291 2.07106
H: -3.45557 -2.32132 2.27446
C: -2.92035 -3.20625 -0.62080
H: -3.89769 -3.64131 -0.33548
H: -2.15782 -3.72382 -0.02776
H: -2.77040 -3.44692 -1.67912
C: -4.17008 -1.06568 -2.49875
H: -5.16328 -1.53231 -2.39789
H: -3.54844 -1.75553 -3.09107
H: -4.29555 -0.13993 -3.06492
C: -4.50517 1.57238 -0.85801
H: -5.57983 1.39718 -0.69966
H: -4.36078 1.77584 -1.92356
H: -4.23240 2.47092 -0.28988
C: 2.59405 3.93267 0.17079
C: 1.38664 4.50462 0.35406
C: 0.88666 5.64055 -0.50973
C: 1.06905 5.40294 -2.03065
C: 0.93235 3.94589 -2.42532
C: 2.00202 3.19403 -2.72598
C: 3.42130 3.49645 -2.27468
C: 3.56015 4.29196 -0.93636
H: 1.38544 6.58873 -0.23806
H: 2.03135 5.83456 -2.35202
H: -0.18099 5.80290 -0.30904
H: 3.56697 5.36969 -1.15216
H: 3.03234 3.30453 0.95320
H: 0.87391 4.46484 1.31002
H: 4.57566 4.07038 -0.55555
H: 3.96865 2.54545 -2.16133
H: 1.93370 2.44899 -3.53136
H: 3.96812 4.05641 -3.05438
H: 0.29939 5.99411 -2.55655
H: -0.06823 3.65803 -2.74390
P: 0.50815 1.68333 0.63504
P: 0.30044 -0.33784 -2.03601
C: 1.90650 1.39045 -0.52357
C: 1.93873 0.36194 -1.67225
H: 2.84641 1.35855 0.04598
H: 1.82434 2.36951 -0.98643
H: 2.30311 0.82994 -2.60010
H: 2.63402 -0.44292 -1.42178
C: 0.58658 -1.79062 -3.03563
H: -0.35150 -2.34692 -3.14194
H: 1.34442 -2.43035 -2.57992
H: 0.93083 -1.47360 -4.03362
C: -0.76263 0.76334 -2.99061
H: -0.20191 1.19135 -3.83340
H: -1.18208 1.56865 -2.37937
H: -1.59858 0.16113 -3.37483
C: 1.06479 2.04283 2.29111
H: 0.21631 1.92351 2.97830
H: 1.44214 3.06580 2.37936
H: 1.86322 1.34911 2.58032
C: -0.84069 2.74779 0.05717
H: -1.63235 2.17472 -0.44334
H: -0.46770 3.51234 -0.63056
H: -1.27735 3.23322 0.93373
C: 3.18999 -1.54571 2.65554
Si: 1.37755 -2.06629 2.68533
C: 1.31311 -3.60840 3.79912
C: 0.33764 -0.84915 3.67276
C: 0.81811 -2.18183 0.83465
Si: 0.64911 -4.08064 0.47097
C: -0.58651 -5.04418 1.53760
C: 0.20222 -4.56236 -1.29702
C: 2.35578 -4.90237 0.69339
H: 3.59950 -1.59233 3.67673
H: 3.31678 -0.52115 2.27805
H: 3.78835 -2.21785 2.02444
H: 1.86230 -3.34064 4.71637
H: 0.28562 -3.85654 4.09784
H: 1.78012 -4.51388 3.39717
H: 0.99353 -0.16300 4.22488
H: -0.33050 -0.24352 3.04117
H: -0.28312 -1.38411 4.40728
H: 1.71103 -1.88853 0.23929
H: -1.36808 -5.48188 0.90402
H: -0.05088 -5.88770 2.00834
H: -1.07258 -4.48200 2.34248
H: 1.06323 -4.45471 -1.96937
H: -0.08537 -5.62641 -1.30951
H: -0.63582 -3.98926 -1.70765
H: 3.14396 -4.31335 0.20269
H: 2.65820 -5.07082 1.73340
H: 2.32377 -5.88548 0.19576

Properties
HOMO energy (spin up / spin down) ... -12.7112 / -14.1426 eV
2S+1 ... 5
Total charge ... +2
Gap between HOMO and LUMO (spin up / spin down) ... 8.12 / 6.10 eV

Here are the Löwdin charges for atoms 1 to 2, given in e: atom 1 (Pt): 0.826, atom 2 (C): -0.200

Arrangement Q

Density functional theory data (wB97M-V/def2-TZVPD) for C31H62P2PtSi2 as an isolated structure.

CARTESIAN COORDINATES (ANGSTROEM)
Pt: 0.00625 -0.25988 -2.46040
C: 0.01179 -2.87855 1.35823
C: 1.33943 -3.26268 1.03452
C: 1.44586 -1.53198 2.54139
C: 0.09156 -1.81297 2.28274
C: 2.22921 -2.41867 1.76325
C: -1.22093 -3.60118 1.00997
H: -1.18656 -4.09673 0.03099
H: -2.07585 -2.91632 0.98548
H: -1.41641 -4.38256 1.75743
C: -1.01980 -1.26023 3.07033
H: -1.99957 -1.49506 2.65179
H: -0.92404 -0.16782 3.08390
H: -1.02478 -1.61064 4.11613
C: 1.89781 -0.73356 3.67715
H: 1.88295 -1.34901 4.57819
H: 1.20865 0.08359 3.84433
H: 2.90224 -0.35087 3.54062
C: 3.66450 -2.69800 2.03242
H: 3.74882 -3.32699 2.94865
H: 4.21729 -1.76010 2.23970
H: 4.16319 -3.23962 1.20672
C: 1.73475 -4.55912 0.40560
H: 1.78419 -5.32847 1.19714
H: 2.72407 -4.51269 -0.08022
H: 0.98368 -4.89123 -0.33203
C: -1.47298 0.18470 -4.04237
C: -1.77666 -1.28813 -4.04190
C: -0.77340 -2.11482 -4.84373
C: 0.69836 -1.72435 -4.82904
C: 1.32591 -1.04908 -3.70811
C: 1.50905 0.35557 -3.71780
C: 0.81019 1.16647 -4.84269
C: -0.66221 0.86402 -5.11774
H: -1.03390 -2.16043 -5.92928
H: 1.00541 -1.16549 -5.71108
H: -0.82529 -3.12029 -4.43648
H: -0.77760 0.21875 -5.99117
H: -2.36858 0.80895 -3.77887
H: -2.80886 -1.60430 -4.39679
H: -1.17202 1.82353 -5.33988
H: 0.94290 2.24347 -4.67351
H: 2.29004 0.90562 -3.18110
H: 1.40815 0.89022 -5.71226
H: 1.31793 -2.63651 -4.85413
H: 2.14122 -1.55800 -3.22554
P: -1.89706 -1.49659 -2.11751
P: 2.09119 0.93233 -0.41332
C: -0.04280 1.74557 -1.84669
C: 1.21466 2.52064 -1.36276
H: -1.01288 2.24987 -1.73391
H: 0.13160 1.60840 -2.90904
H: 1.93689 2.83860 -2.09364
H: 1.09971 3.31981 -0.64106
C: 3.29550 1.87339 0.46908
H: 3.60596 1.29058 1.38143
H: 2.83563 2.82136 0.84952
H: 4.18928 2.12161 -0.15887
C: 3.11713 -0.40077 -1.19838
H: 3.63445 -0.14365 -2.12571
H: 2.40562 -1.18953 -1.43743
H: 3.81305 -0.90760 -0.52186
C: -3.31582 -0.51101 -1.71770
H: -3.70803 -1.11690 -0.87657
H: -4.10061 -0.44331 -2.46084
H: -3.08702 0.50568 -1.37962
C: -0.45039 -2.61764 -1.84791
H: -0.10168 -2.65990 -0.82332
H: 0.38407 -2.96820 -2.42746
H: -1.18396 -3.42530 -1.95929
C: -3.10697 3.10590 0.37250
Si: -2.59048 1.85612 1.68276
C: -3.35278 2.46880 3.30045
C: -3.42972 0.17481 1.43147
C: -0.74996 1.84672 1.65316
Si: 0.06848 2.55689 3.11701
C: -0.50973 1.83515 4.77679
C: 1.94649 2.59257 3.26178
C: -0.40082 4.39022 3.07232
H: -4.17714 3.32437 0.50400
H: -2.93985 2.75796 -0.65367
H: -2.54567 4.04173 0.51066
H: -4.40108 2.69574 3.05519
H: -3.33889 1.70008 4.08460
H: -2.90162 3.38141 3.70510
H: -4.28838 0.29019 0.75411
H: -2.76352 -0.58339 0.99492
H: -3.81976 -0.22779 2.37907
H: -0.25213 1.84151 0.65509
H: 0.35711 1.47593 5.35138
H: -0.94898 2.68027 5.33146
H: -1.25690 1.03278 4.75453
H: 2.36642 3.40141 2.64984
H: 2.19446 2.81275 4.31246
H: 2.45588 1.66344 2.99412
H: -0.24290 4.77938 2.05525
H: -1.44360 4.57482 3.35747
H: 0.27155 4.90417 3.77850

Properties
HOMO energy (spin up / spin down) ... -12.7028 / -12.9807 eV
2S+1 ... 5
Total charge ... +2
Gap between HOMO and LUMO (spin up / spin down) ... 6.33 / 5.00 eV

Here are the Löwdin charges for atoms 1 to 2, given in e: atom 1 (Pt): 1.075, atom 2 (C): -0.157

The structure with the greatest stability is arrangement P.